Record 1
{"formula": "C33H37ClFeO2Si2", "method": "ωB97M-V/def2-TZVPD", "charge": 1, "homo_lumo_gap_ev": [7.97, 6.06], "multiplicity": 6, "relative_energy_kcal_mol": 0.46, "species": ["C", "C", "C", "H", "C", "C", "H", "H", "H", "H", "Fe", "Si", "C", "C", "H", "C", "H", "C", "H", "C", "H", "C", "H", "C", "C", "H", "C", "H", "C", "H", "C", "H", "C", "H", "H", "Si", "C", "C", "H", "C", "H", "C", "H", "C", "H", "C", "H", "C", "C", "H", "C", "H", "C", "H", "C", "H", "C", "H", "H", "Cl", "C", "O", "C", "C", "O", "C", "H", "H", "H", "H", "H", "H", "H", "H", "H", "H"], "positions_angstrom": [[-4.2324, -0.3147, 3.0718], [-2.9422, -0.9184, 3.2513], [-1.9765, 0.1460, 3.3507], [-2.7444, -1.9802, 3.3818], [-2.6740, 1.3856, 3.2553], [-4.0643, 1.0989, 3.0512], [-4.8729, 1.8366, 2.9911], [-5.1794, -0.8561, 3.0772], [-0.9183, 0.0226, 3.5645], [-2.2396, 2.3817, 3.4123], [-2.8341, 0.2539, 1.2593], [2.2899, 0.6905, -1.5357], [3.1507, -0.5349, -2.6427], [3.3967, -0.4331, -4.0228], [2.9311, 0.3718, -4.5913], [4.2585, -1.3489, -4.6424], [4.4700, -1.2551, -5.7133], [4.8671, -2.3745, -3.9067], [5.5248, -3.0876, -4.3946], [4.6239, -2.4790, -2.5317], [5.1172, -3.2360, -1.9199], [3.7296, -1.6001, -1.9263], [3.4870, -1.7224, -0.8586], [3.1352, 2.3215, -1.8029], [4.5207, 2.2523, -1.6097], [4.9852, 1.2830, -1.3980], [5.2898, 3.4128, -1.6910], [6.3734, 3.3436, -1.5976], [4.6573, 4.6385, -1.9059], [5.2608, 5.5505, -1.9334], [3.2717, 4.6989, -2.1228], [2.8022, 5.6546, -2.3477], [2.4940, 3.5389, -2.0651], [1.4143, 3.5496, -2.2288], [2.7575, 0.4102, -0.1570], [-0.8279, 0.0283, -0.0801], [0.0990, 1.3651, 0.8891], [1.0792, 1.0116, 1.8411], [1.3884, -0.0305, 1.9554], [1.6578, 1.9995, 2.6552], [2.4229, 1.7020, 3.3764], [1.2229, 3.3259, 2.5730], [1.6308, 4.0733, 3.2536], [0.2371, 3.6754, 1.6424], [-0.1503, 4.6932, 1.6150], [-0.2894, 2.7123, 0.7897], [-1.0584, 3.0000, 0.0637], [-0.1043, -1.6856, 0.1584], [-0.0954, -2.2910, 1.4312], [-0.6825, -1.8753, 2.2542], [0.6472, -3.4451, 1.6761], [0.6179, -3.8819, 2.6738], [1.3871, -4.0368, 0.6470], [1.9788, -4.9338, 0.8434], [1.3340, -3.4835, -0.6333], [1.8734, -3.9483, -1.4602], [0.5661, -2.3409, -0.8870], [0.4972, -1.9423, -1.9025], [0.7756, 0.6929, -1.5869], [-1.6222, 0.4087, -1.9504], [-4.0693, -3.4401, 1.4764], [-3.4062, -2.4752, 0.6429], [-4.0743, -2.1907, -0.5977], [-5.0585, -1.0456, -0.4565], [-4.3808, 0.0852, 0.1792], [-5.2897, 1.2055, 0.2965], [-3.3910, -3.6503, 2.3147], [-5.0138, -3.0429, 1.8776], [-4.2630, -4.3721, 0.9118], [-3.2904, -1.9208, -1.3104], [-4.6089, -3.0799, -0.9668], [-5.4150, -0.6950, -1.4370], [-5.9265, -1.3412, 0.1588], [-5.6131, 1.4887, -0.7152], [-6.1629, 0.9311, 0.9175], [-4.7522, 2.0488, 0.7497]], "lowdin_spin": [0.078, 0.068, 0.056, 0.004, 0.061, 0.070, 0.004, 0.003, 0.002, 0.003, 3.834, 0.003, 0.001, 0.000, 0.000, 0.000, 0.000, 0.000, 0.000, 0.000, 0.000, 0.000, 0.000, 0.001, 0.000, 0.000, 0.000, 0.000, 0.000, 0.000, 0.000, 0.000, 0.000, 0.000, 0.000, 0.278, 0.067, 0.026, 0.001, 0.002, 0.000, 0.030, 0.002, -0.004, -0.001, 0.035, 0.001, 0.036, 0.011, 0.001, -0.001, 0.000, 0.011, 0.001, 0.000, 0.000, 0.014, 0.001, 0.004, 0.104, 0.002, 0.032, 0.004, 0.012, 0.109, 0.020, 0.000, 0.000, 0.001, 0.001, 0.000, 0.002, 0.002, 0.002, 0.001, 0.006]}

---

Record 2
{"formula": "C33H37F3N2O6S", "method": "ωB97M-V/def2-TZVPD", "charge": 0, "homo_lumo_gap_ev": 3.51, "multiplicity": 1, "species": ["C", "O", "C", "C", "C", "C", "C", "C", "O", "N", "C", "C", "C", "C", "N", "C", "C", "C", "C", "C", "C", "C", "C", "C", "C", "C", "O", "C", "C", "O", "C", "H", "H", "H", "H", "H", "H", "H", "H", "H", "H", "H", "H", "H", "H", "H", "H", "H", "H", "H", "H", "H", "H", "H", "H", "H", "H", "H", "H", "H", "H", "H", "F", "C", "F", "F", "S", "C", "C", "C", "C", "C", "C", "C", "O", "O", "H", "H", "H", "H", "H", "H"], "positions_angstrom": [[6.1130, -3.1226, -0.7419], [6.5698, -1.8610, -0.2064], [5.6662, -0.8600, -0.0401], [4.2891, -0.9400, -0.2730], [3.4303, 0.0455, 0.2156], [1.9370, -0.1497, 0.1441], [1.3734, -0.7214, 1.4582], [1.9077, -2.1168, 1.8162], [3.0413, -2.4037, 2.1948], [0.8636, -2.9883, 1.6881], [1.0217, -4.4099, 1.8909], [-0.4430, -2.3826, 1.4800], [-1.0430, -2.9130, 0.1681], [-1.3627, -2.7039, 2.6704], [-0.0743, -0.9567, 1.4120], [-0.9390, 0.0464, 1.1811], [-2.3040, -0.1367, 1.0219], [-3.2155, 0.8817, 0.7859], [-4.6317, 0.6791, 0.6857], [-5.4994, 1.7937, 0.5253], [-6.8747, 1.6237, 0.4094], [-7.4369, 0.3362, 0.4527], [-6.6015, -0.7775, 0.6278], [-5.2256, -0.6153, 0.7501], [3.9545, 1.1967, 0.8054], [5.3373, 1.3455, 0.9796], [5.9639, 2.3728, 1.6118], [5.1900, 3.5302, 1.9932], [6.2005, 0.3266, 0.5129], [7.5466, 0.4271, 0.7233], [8.0899, -0.0552, 1.9926], [7.0245, -3.7034, -0.8925], [5.4498, -3.6260, -0.0235], [5.5882, -2.9876, -1.6997], [3.8758, -1.8293, -0.7625], [1.4208, 0.7995, -0.0676], [1.6797, -0.8551, -0.6621], [1.6273, -0.0298, 2.2814], [2.0835, -4.6456, 2.0044], [0.4818, -4.7429, 2.7868], [0.6177, -4.9567, 1.0302], [-0.3156, -2.7943, -0.6474], [-1.2814, -3.9770, 0.2966], [-1.9567, -2.3814, -0.1049], [-0.8588, -2.4335, 3.6079], [-2.3049, -2.1561, 2.6151], [-1.5824, -3.7792, 2.6698], [-0.5092, 1.0496, 1.1126], [-2.6863, -1.1537, 1.0859], [-2.8434, 1.9034, 0.7049], [-5.0493, 2.7903, 0.4997], [-7.5170, 2.4974, 0.2858], [-8.5132, 0.2009, 0.3583], [-7.0266, -1.7818, 0.6727], [-4.5919, -1.4948, 0.8973], [3.2683, 1.9733, 1.1605], [5.9285, 4.2464, 2.3550], [4.6411, 3.9533, 1.1378], [4.4821, 3.2751, 2.7951], [9.1618, 0.1206, 1.9081], [7.6642, 0.5229, 2.8204], [7.8773, -1.1245, 2.1060], [0.1552, 4.8265, -0.7151], [-1.1234, 4.5271, -0.9999], [-1.7824, 4.2924, 0.1691], [-1.7024, 5.5845, -1.6093], [-1.1993, 3.0005, -2.0981], [-2.8999, 2.7840, -2.3126], [-3.4447, 1.8712, -3.2371], [-4.8652, 1.7799, -3.3899], [-5.4306, 0.8747, -4.2742], [-4.6186, 0.0250, -5.0442], [-3.2216, 0.1082, -4.9227], [-2.6381, 1.0146, -4.0493], [-0.5401, 3.3826, -3.3287], [-0.6516, 1.9411, -1.2688], [-3.5333, 3.4913, -1.7771], [-5.4738, 2.4510, -2.7793], [-6.5163, 0.8246, -4.3763], [-5.0629, -0.6892, -5.7386], [-2.5802, -0.5412, -5.5225], [-1.5509, 1.0807, -3.9938]], "mulliken_charge": [-0.825, -0.428, 0.763, -0.837, -0.317, -0.872, 0.297, 0.098, -0.703, 0.373, -0.998, 0.169, -1.576, -1.658, 0.483, 0.057, 0.947, -0.698, 0.916, -0.355, -0.660, -0.423, -0.689, -0.360, -0.583, 0.329, -0.432, -0.849, 1.122, -0.560, -0.568, 0.254, 0.311, 0.331, 0.258, 0.410, 0.439, 0.289, 0.368, 0.297, 0.333, 0.322, 0.495, 0.474, 0.382, 0.370, 0.479, 0.634, -0.743, 0.146, 0.336, 0.387, 0.399, 0.390, 0.279, 0.445, 0.246, 0.337, 0.323, 0.275, 0.221, 0.213, -0.211, 0.580, -0.213, -0.215, 0.615, -0.689, 0.928, -0.521, -0.572, -0.443, -0.680, -0.544, -0.641, -0.307, 0.373, 0.310, 0.353, 0.353, 0.349, 0.309]}

---

Record 3
{"formula": "C33H38AsN5O7PRbS2", "method": "ωB97M-V/def2-TZVPD", "charge": -2, "homo_lumo_gap_ev": 6.10, "multiplicity": 1, "relative_energy_kcal_mol": 79.88, "species": ["Rb", "N", "C", "C", "N", "C", "C", "N", "H", "H", "H", "H", "H", "H", "H", "H", "H", "H", "H", "H", "H", "O", "As", "O", "O", "C", "C", "C", "C", "C", "C", "S", "O", "O", "O", "H", "H", "H", "H", "H", "O", "P", "C", "C", "C", "C", "C", "C", "C", "C", "C", "C", "C", "C", "C", "C", "C", "C", "C", "C", "H", "H", "H", "H", "H", "H", "H", "H", "H", "H", "H", "H", "H", "H", "H", "C", "C", "C", "C", "N", "C", "S", "N", "H", "H", "H", "H", "H"], "positions_angstrom": [[1.8636, 1.0004, 0.8621], [2.7495, -1.7166, 1.6643], [2.5805, -3.1027, 2.0187], [1.6537, -3.2022, 3.2343], [0.3537, -2.6151, 2.9703], [-0.1970, -1.8696, 4.0852], [-1.2855, -0.9158, 3.5873], [-0.7072, 0.0250, 2.6598], [3.4206, -1.5759, 0.9141], [3.0487, -1.1586, 2.4612], [3.5243, -3.6356, 2.2749], [2.1258, -3.6251, 1.1666], [2.1560, -2.7069, 4.0836], [1.5123, -4.2589, 3.5168], [0.4591, -1.9472, 2.2052], [0.5739, -1.2696, 4.6027], [-0.6148, -2.5811, 4.8157], [-1.7674, -0.4423, 4.4695], [-2.0484, -1.4973, 3.0600], [-0.0403, 0.6377, 3.1205], [-1.4214, 0.5819, 2.1996], [5.4579, 2.4376, -2.2417], [4.6233, 1.8702, -0.6956], [5.0043, 0.3006, -0.5416], [3.0577, 2.2186, -0.9405], [5.4169, 3.1462, 0.5323], [6.1609, 4.2349, 0.1381], [6.5004, 5.2205, 1.0548], [6.0329, 5.1249, 2.3529], [5.2963, 4.0276, 2.7666], [5.0000, 3.0042, 1.8618], [3.0700, 2.1091, 3.4516], [4.3586, 1.8897, 2.1910], [2.0147, 2.8174, 2.7281], [2.7241, 0.7091, 3.7136], [4.8094, 2.1243, -2.8746], [6.4516, 4.3127, -0.9019], [7.0904, 6.0777, 0.7526], [6.2464, 5.9187, 3.0585], [4.9215, 3.9673, 3.7773], [0.3297, -0.7125, -0.2532], [-0.4047, -0.5858, -1.5171], [-2.0834, -1.2773, -1.4053], [-2.6739, -1.1971, -0.0510], [-4.0374, -1.8638, 0.1190], [-4.3661, -2.8744, -0.9310], [-3.7865, -2.8334, -2.1349], [-2.6716, -1.9664, -2.4041], [0.2381, -1.7363, -2.8024], [0.1128, -1.5554, -4.1748], [0.4903, -2.5578, -5.0518], [0.9798, -3.7587, -4.5639], [1.1201, -3.9388, -3.1977], [0.7405, -2.9359, -2.3242], [-0.1267, 1.0505, -2.2831], [-0.9528, 2.1463, -2.0924], [-0.5960, 3.3695, -2.6360], [0.5711, 3.4948, -3.3716], [1.4117, 2.4052, -3.5358], [1.0696, 1.1866, -2.9799], [-1.9405, -1.5073, 0.6958], [-4.1190, -2.2912, 1.1238], [-5.1767, -3.5574, -0.7222], [-4.0970, -3.5144, -2.9186], [-2.2724, -1.9457, -3.4078], [-0.2737, -0.6205, -4.5570], [0.3854, -2.4122, -6.1207], [1.2439, -4.5529, -5.2515], [1.5108, -4.8712, -2.8160], [0.8349, -3.0533, -1.2543], [-1.8622, 2.0227, -1.5162], [-1.2377, 4.2289, -2.4943], [0.8385, 4.4477, -3.8117], [2.3357, 2.5056, -4.0935], [1.7325, 0.3342, -3.0749], [-7.6396, 0.4596, 2.3144], [-6.8304, 0.2893, 1.0609], [-7.1338, 0.9598, -0.1168], [-6.4111, 0.5584, -1.2414], [-5.4341, -0.3119, -1.1866], [-5.0919, -0.7649, 0.0313], [-2.9826, 0.5880, 0.1763], [-5.8425, -0.5883, 1.1278], [-8.3943, 1.2332, 2.1909], [-6.9740, 0.7166, 3.1335], [-8.1307, -0.4804, 2.5627], [-7.9143, 1.7054, -0.1665], [-6.6650, 0.9267, -2.2323]], "mulliken_charge": [0.432, 0.008, -0.755, -0.644, -0.281, -0.427, -0.485, -0.031, 0.112, 0.104, 0.402, 0.243, 0.351, 0.312, 0.178, 0.277, 0.310, 0.415, 0.063, 0.214, 0.016, -0.706, 1.111, -0.793, -0.509, -0.148, -0.454, -0.500, -0.546, -0.461, 0.417, 0.569, -0.509, -0.625, -0.613, 0.280, 0.447, 0.362, 0.336, 0.450, 0.540, 1.287, -0.757, 0.594, 0.739, -1.051, -0.627, -0.419, -0.161, 0.093, -0.784, -0.501, -0.550, -0.913, 0.351, -0.095, -0.779, -0.508, -0.714, -0.460, 0.175, 0.133, 0.378, 0.333, 0.476, 0.514, 0.387, 0.350, 0.408, 0.373, 0.195, 0.411, 0.343, 0.327, 0.392, -1.254, 0.935, -0.770, -0.324, -0.354, -0.111, -0.644, -0.521, 0.360, 0.287, 0.273, 0.323, 0.403]}